A single C3H8N2O molecule. Source: OMol25; level of theory: ωB97M-V/def2-TZVPD.

The calculation puts the HOMO energy at -9.58 eV. The calculation puts the gap between HOMO and LUMO at 10.42 eV. As for the spin multiplicity: 1. Its energy above the lowest of the compared OMol25 structures with the same formula, charge and spin is 0.247 eV. For the maximum force, the calculation gives 0.013 hartree/bohr. The charge is 0. For the LUMO energy, the calculation gives 0.0310 Eh. Its SMILES is C[C@@H](N)C(N)=O. For the total energy, the calculation gives -8269.07861 eV.

Cartesian coordinates (Å):
C: -1.5003 -0.0677 0.0929
C: -0.1274 0.4939 -0.2934
C: 0.9522 -0.4420 0.2817
H: -1.6322 -0.1147 1.1749
H: -1.6358 -1.0667 -0.3020
H: -2.2739 0.6069 -0.3048
H: -0.0239 0.5255 -1.3995
H: 0.1860 1.7681 1.1868
H: 0.8210 2.2917 -0.1809
H: 1.8494 -2.2747 -0.0716
H: 0.6893 -1.7922 -1.2725
N: -0.0248 1.8586 0.1949
N: 1.1771 -1.6068 -0.4166
O: 1.5434 -0.1800 1.3100